The following is a quantum chemistry calculation of a cluster of 2 separate species, C4H14NS2 in total, from OMol25.

Values from the calculation:
Total charge = +1
LUMO level = -3.2 eV
Spin multiplicity = 1
Orbital gap = 9.695 eV
Relative energy (zero: lowest compared OMol25 entry of this formula, charge and spin) = 19.2 kcal per mole
E = -1011.66773 Ha

Last column: natural (NBO) charge in e.
Cartesian coordinates (Å):
C1 1.877 -0.691 0.717  -0.248
C2 1.616 0.265 -0.421  -0.548
S1 3.150 0.278 -1.427  0.020
N1 0.844 -0.501 1.758  -0.720
H1 2.881 -0.563 1.187  0.243
H2 1.827 -1.744 0.340  0.234
H3 1.333 1.254 -0.022  0.219
H4 0.687 -0.089 -0.927  0.218
H5 3.001 1.543 -1.835  0.153
H6 0.934 -1.021 2.630  0.442
H7 -0.126 -0.644 1.358  0.414
H8 0.853 0.510 2.002  0.425
C3 -2.142 1.282 -0.764  -0.619
C4 -2.125 -0.282 -0.871  -0.479
S2 -2.021 -0.977 0.858  -0.030
H9 -1.299 1.622 -0.137  0.188
H10 -3.049 1.635 -0.317  0.234
H11 -2.018 1.726 -1.743  0.240
H12 -3.012 -0.682 -1.387  0.244
H13 -1.257 -0.660 -1.444  0.210
H14 -1.952 -2.259 0.444  0.161

The following is a quantum chemistry calculation of a cluster of 3 separate species, C4H14O2 in total, from OMol25.

Values from the calculation:
LUMO level = 0.5 eV
Spin multiplicity = 1
Orbital gap = 11.246 eV
Relative energy (zero: lowest compared OMol25 entry of this formula, charge and spin) = 53.3 kcal per mole
E = -311.19496 Ha

Last column: natural (NBO) charge in e.
Cartesian coordinates (Å):
C1 0.513 0.946 -1.716  -0.607
C2 -0.918 0.487 -1.118  -0.194
C3 -1.022 -0.990 -0.552  -0.632
C4 -1.260 1.459 0.071  -0.619
H1 1.386 0.769 -1.039  0.199
H2 0.629 0.284 -2.522  0.201
H3 0.402 2.020 -1.945  0.208
H4 -1.575 0.559 -1.997  0.195
H5 -2.029 -1.259 -0.184  0.207
H6 -0.567 -1.136 0.451  0.214
H7 -0.642 -1.791 -1.165  0.204
H8 -1.204 2.508 -0.264  0.208
H9 -2.187 1.121 0.497  0.204
H10 -0.566 1.391 0.948  0.208
O1 1.138 -0.013 3.229  -0.937
H11 0.209 0.002 3.187  0.463
H12 1.412 -0.636 2.627  0.474
O2 1.825 -1.857 0.701  -0.919
H13 2.707 -1.333 0.497  0.486
H14 1.747 -2.532 0.293  0.437

The following is a quantum chemistry calculation of a structure of composition C4H14O2P5, from OMol25.

Values from the calculation:
Total charge = -1
LUMO level = 3.7 eV
Spin multiplicity = 1
Orbital gap = 8.063 eV
Relative energy (zero: lowest compared OMol25 entry of this formula, charge and spin) = 10.9 kcal per mole
E = -2017.99186 Ha

Last column: natural (NBO) charge in e.
Cartesian coordinates (Å):
C1 -0.804 -0.186 0.392  -0.832
C2 1.476 -0.228 -1.479  -0.749
C3 -2.393 -0.379 0.189  -0.728
C4 2.862 -0.505 0.018  -0.761
O1 -1.047 -1.492 -1.951  -1.141
O2 0.659 -2.359 -0.295  -1.186
P1 -3.179 0.949 1.243  0.260
P2 -2.818 -0.207 -1.629  0.401
P3 2.147 0.999 0.970  0.277
P4 2.672 -2.082 0.888  0.452
P5 0.007 -1.208 -0.893  2.217
H1 -0.498 -0.455 1.457  0.247
H2 -0.452 0.774 0.134  0.221
H3 2.040 -0.745 -2.288  0.240
H4 1.275 0.831 -1.476  0.202
H5 -2.633 -1.323 0.488  0.221
H6 3.818 -0.282 -0.419  0.208
H7 -2.750 2.047 0.604  -0.047
H8 -4.272 0.917 0.282  -0.012
H9 -4.128 0.244 -1.473  -0.148
H10 -3.297 -1.457 -1.936  -0.047
H11 3.132 1.321 2.013  -0.045
H12 2.610 1.998 0.207  -0.062
H13 1.669 -1.725 1.653  -0.063
H14 3.588 -1.791 2.080  -0.125

The following is a quantum chemistry calculation of a cluster of 3 separate species, C4H14O2S in total, from OMol25.

Values from the calculation:
LUMO level = 0.8 eV
Spin multiplicity = 1
Orbital gap = 8.933 eV
Relative energy (zero: lowest compared OMol25 entry of this formula, charge and spin) = 14.5 kcal per mole
E = -709.44256 Ha

Last column: natural (NBO) charge in e.
Cartesian coordinates (Å):
C1 0.458 2.365 0.490  -0.614
C2 -0.582 1.448 -0.174  -0.413
C3 -0.529 0.000 0.243  -0.511
S1 1.043 -0.799 -0.224  0.165
C4 0.518 -2.531 0.024  -0.731
H1 0.155 2.800 1.452  0.192
H2 0.682 3.250 -0.098  0.211
H3 1.376 1.811 0.683  0.215
H4 -1.553 1.825 0.143  0.198
H5 -0.547 1.609 -1.243  0.218
H6 -0.676 -0.144 1.308  0.214
H7 -1.329 -0.500 -0.296  0.208
H8 0.654 -2.844 1.056  0.210
H9 1.139 -3.165 -0.585  0.224
H10 -0.550 -2.561 -0.165  0.212
O1 0.437 -0.796 -3.699  -0.930
H11 0.073 -1.667 -3.509  0.466
H12 0.314 -0.702 -4.652  0.463
O2 -2.204 1.245 3.575  -0.930
H13 -2.508 1.761 4.334  0.466
H14 -1.951 1.953 2.969  0.465

The following is a quantum chemistry calculation of a structure of composition C4H14O3, from OMol25.

Values from the calculation:
Total charge = -1
LUMO level (spin up / spin down) = 4.0 / 3.9 eV
Spin multiplicity = 2
Orbital gap (spin up / spin down) = 7.213 / 8.253 eV
Relative energy (zero: lowest compared OMol25 entry of this formula, charge and spin) = 51.0 kcal per mole
E = -386.39124 Ha

Last column: natural (NBO) charge in e.
Cartesian coordinates (Å):
C1 0.033 1.726 -0.641  -0.221
C2 -0.572 0.554 -0.952  -0.089
C3 -0.453 -0.202 -2.260  -0.664
C4 -0.360 2.506 0.633  -0.665
H1 0.398 2.311 -1.488  0.178
H2 -1.357 0.221 -0.265  0.205
H3 -0.533 -1.259 -2.070  0.288
H4 0.520 0.132 -2.666  0.203
H5 -1.228 0.177 -2.941  0.183
H6 0.539 2.958 1.061  0.207
H7 -1.228 3.138 0.503  0.198
H8 -0.544 1.634 1.279  0.239
H9 -0.742 -2.752 1.458  0.431
H10 1.409 0.311 -0.041  -0.086
O1 -0.518 -1.905 1.065  -1.141
H11 1.336 -3.072 -0.735  0.428
H12 0.041 -2.210 0.038  0.496
O2 0.676 -2.442 -1.037  -1.167
H13 0.595 -0.912 2.314  0.525
H14 0.811 -0.503 3.811  0.443
O3 1.177 -0.410 2.932  -0.993

The following is a quantum chemistry calculation of a cluster of 4 separate species, C4H14O3 in total, from OMol25.

Values from the calculation:
LUMO level = 0.8 eV
Spin multiplicity = 1
Orbital gap = 10.264 eV
Relative energy (zero: lowest compared OMol25 entry of this formula, charge and spin) = 14.6 kcal per mole
E = -386.50344 Ha

Last column: natural (NBO) charge in e.
Cartesian coordinates (Å):
C1 0.866 -1.068 -1.609  -0.667
C2 1.487 -0.657 -0.314  -0.243
C3 0.925 -0.668 0.897  -0.169
C4 1.609 -0.188 2.141  -0.646
H1 1.508 -0.815 -2.448  0.216
H2 0.730 -2.152 -1.742  0.227
H3 -0.124 -0.658 -1.790  0.223
H4 2.497 -0.256 -0.337  0.192
H5 -0.052 -1.126 1.014  0.220
H6 2.426 0.496 1.931  0.211
H7 1.971 -1.044 2.710  0.220
H8 0.885 0.299 2.795  0.223
O1 -2.621 1.272 -0.962  -0.981
H9 -3.008 1.740 -0.211  0.473
H10 -1.721 1.684 -0.994  0.499
O2 0.060 2.103 -0.942  -0.964
H11 0.345 2.104 -1.860  0.480
H12 0.422 1.308 -0.518  0.499
O3 -2.569 -0.679 1.074  -0.977
H13 -2.437 -0.289 0.192  0.495
H14 -3.198 -1.404 0.971  0.468

The highest relative energy (zero: lowest compared OMol25 entry of this formula, charge and spin) belongs to which entry? C4H14O2